Model one:
# C5H13NO2

A single C5H13NO2 molecule (ωB97M-V/def2-TZVPD, the Open Molecules 2025 dataset).

The LUMO energy is 0.7 eV. As for the HOMO energy: -8.8986 eV. As for the SMILES: C[C@H](N)[C@@](C)(O)CO. As for the molecular weight: 119.16 g/mol.

Geometry as ORCA input:
```
! wB97M-V def2-TZVPD RIJCOSX def2/J DEFGRID3
* xyz 0 1
C 1.49363 0.39969 -1.45392
C 1.10949 0.20296 0.00307
N 1.72090 -1.03528 0.50016
C -0.71914 -0.11244 0.03614
C -1.58054 0.67490 -0.91430
O -0.83169 -1.47818 -0.17836
C -0.76721 0.28440 1.45404
O -2.32541 -0.04286 1.83246
H 1.09185 -0.39942 -2.08507
H 2.58367 0.42761 -1.58391
H 1.12304 1.35955 -1.82384
H 1.45541 1.06429 0.58099
H 1.83216 -1.01563 1.51113
H 2.65343 -1.17933 0.11423
H -1.08998 1.54351 -1.36174
H -1.91242 0.08177 -1.76994
H -2.49530 1.06911 -0.46810
H 0.03139 -1.86475 0.12146
H -0.71854 1.35234 1.64398
H -0.22152 -0.33413 2.16042
H -2.43322 -0.99813 1.68112
*
```

=====

Model two:
# C5H13NO2

A single C5H13NO2 molecule (ωB97M-V/def2-TZVPD, the Open Molecules 2025 dataset).

The LUMO energy is 0.9 eV. As for the HOMO energy: -9.3592 eV. As for the SMILES: CCC(C)(C)N(O)O. As for the molecular weight: 119.16 g/mol.

Geometry as ORCA input:
```
! wB97M-V def2-TZVPD RIJCOSX def2/J DEFGRID3
* xyz 0 1
C 2.13954 -0.23977 -0.39253
C 0.87471 -0.74186 0.86823
C -0.32057 0.03060 0.42263
C -0.30016 1.49024 0.86503
C -1.66204 -0.62912 0.73346
N 0.01524 0.03030 -1.04578
O -0.14666 -1.23674 -1.63251
O -1.31582 0.74715 -1.79073
H 2.19779 -0.46231 -1.45185
H 2.92642 -0.85824 0.03340
H 2.36216 0.80115 -0.17828
H 1.32995 -0.41725 1.80112
H 0.78044 -1.81840 0.73987
H 0.60316 1.99763 0.51930
H -0.33618 1.54631 1.95404
H -1.15575 2.01337 0.43927
H -2.44103 -0.15327 0.13841
H -1.64062 -1.69300 0.50415
H -1.88586 -0.50701 1.79158
H -1.10553 -1.21681 -1.85790
H -0.91920 1.31704 -2.46090
*
```

=====

Which structure loses on stability? model two does.

=====

Model one:
# C5H13NO2

A molecular structure, C5H13NO2 (ωB97M-V/def2-TZVPD, the Open Molecules 2025 dataset).

The LUMO energy is 0.7 eV. As for the HOMO energy: -8.3228 eV. As for the molecular weight: 119.16 g/mol.

Geometry as ORCA input:
```
! wB97M-V def2-TZVPD RIJCOSX def2/J DEFGRID3
* xyz 0 1
C 1.85279 0.50486 0.35068
C 2.18769 -0.88457 -0.13458
O 1.60761 1.53954 -0.48568
O 3.05728 1.44948 -0.56984
H 2.14510 0.68067 1.39780
H 1.94812 -0.99156 -1.18974
H 1.65531 -1.62543 0.46419
H 3.25368 -1.03987 0.00891
C -0.99242 0.11160 -0.26053
C -2.18328 1.06638 -0.21616
C -1.43468 -1.34453 -0.33555
N -0.09096 0.31758 0.91023
H -0.37358 0.36207 -1.12582
H -0.13135 1.28978 1.21032
H -0.39912 -0.22756 1.71246
H -2.82065 0.86206 0.64403
H -2.77808 0.95696 -1.11985
H -1.84711 2.10008 -0.17240
H -1.95849 -1.51604 -1.27585
H -0.58331 -2.02192 -0.29663
H -2.11453 -1.58958 0.48401
*
```

=====

Model two:
# C5H13NO2

2 unconnected molecules or ions with the total composition C5H13NO2 (ωB97M-V/def2-TZVPD, the Open Molecules 2025 dataset).

The LUMO energy is 0.8 eV. As for the HOMO energy: -9.2382 eV. As for the SMILES: CNC(C)(O)O.C=C. As for the molecular weight: 119.16 g/mol.

Geometry as ORCA input:
```
! wB97M-V def2-TZVPD RIJCOSX def2/J DEFGRID3
* xyz 0 1
C -0.78858 1.79491 -0.29618
N -0.72188 0.39403 -0.67746
C -1.36902 -0.53521 0.21111
C -1.14767 -1.95593 -0.30773
O -2.76916 -0.35226 0.30132
O -0.79411 -0.34435 1.47280
H -0.12564 2.35367 -0.95416
H -0.42801 1.88260 0.72652
H -1.79715 2.22631 -0.36466
H -1.07680 0.26133 -1.61738
H -0.08146 -2.14744 -0.37512
H -1.61444 -2.66606 0.37023
H -1.60349 -2.06189 -1.28694
H -2.93952 0.49495 0.73003
H -0.99723 -1.10662 2.02475
C 2.64151 -0.13189 -0.29868
C 3.44105 0.71780 0.31188
H 3.02760 -0.99918 -0.81175
H 1.57187 -0.00103 -0.31543
H 3.05991 1.58502 0.82585
H 4.51219 0.59124 0.33102
*
```

=====

Model three:
# C5H13NO2

2 unconnected molecules or ions with the total composition C5H13NO2 (ωB97M-V/def2-TZVPD, the Open Molecules 2025 dataset).

The LUMO energy is 0.8 eV. As for the HOMO energy: -9.0593 eV. As for the SMILES: CCN(C)C(C)=O.O. As for the molecular weight: 119.16 g/mol.

Geometry as ORCA input:
```
! wB97M-V def2-TZVPD RIJCOSX def2/J DEFGRID3
* xyz 0 1
C 1.87827 0.27349 -1.35697
C 0.69758 0.93877 -0.62778
N -0.56147 0.12893 -0.59428
C -0.91951 -0.87637 -1.60801
C -1.21151 0.05494 0.62301
C -1.19936 1.22771 1.56766
O -1.70986 -0.98603 1.02998
H 2.16181 -0.51037 -0.63117
H 1.46615 -0.39419 -2.09826
H 2.72265 0.86081 -1.67015
H 0.43571 1.90742 -1.08478
H 0.93993 1.05662 0.41787
H -1.63375 -0.34634 -2.24814
H -1.43073 -1.73813 -1.18745
H -0.01328 -1.19633 -2.10406
H -2.10815 1.83803 1.40713
H -1.27715 0.90658 2.60837
H -0.34545 1.89295 1.54921
O 0.81902 -1.30703 2.11207
H 1.25518 -2.14896 2.28316
H 0.03393 -1.58249 1.61261
*
```

=====

Model four:
# C5H13NO2

2 unconnected molecules or ions with the total composition C5H13NO2 (ωB97M-V/def2-TZVPD, the Open Molecules 2025 dataset).

The LUMO energy is 0.6 eV. As for the HOMO energy: -9.7538 eV. As for the SMILES: CCCC(=O)NC.O. As for the molecular weight: 119.16 g/mol.

Geometry as ORCA input:
```
! wB97M-V def2-TZVPD RIJCOSX def2/J DEFGRID3
* xyz 0 1
C 0.70618 1.50568 -1.94908
C 0.11763 0.07821 -1.88487
C -0.93198 -0.07273 -0.80053
C -0.42009 0.37681 0.55847
O -0.78878 1.44342 1.02508
N 0.63280 -0.28939 1.11912
C 1.03730 -1.63128 0.74520
H 1.07321 1.64033 -2.95058
H 1.52012 1.71302 -1.24951
H -0.03733 2.27816 -1.78276
H -0.38538 0.04026 -2.84854
H 0.86996 -0.70765 -1.90978
H -1.39569 -1.06059 -0.69693
H -1.78496 0.57652 -0.99524
H 1.23813 0.18435 1.76760
H 0.22006 -2.23725 0.40438
H 1.33505 -2.17561 1.63971
H 1.81218 -1.59605 -0.00899
O -1.90322 0.10938 3.48199
H -1.80237 -0.77289 3.11355
H -1.11283 0.59728 3.22171
*
```

=====

Which structure loses on stability? model one does.

=====

Model one:
# C5H13NO2

A single C5H13NO2 molecule (ωB97M-V/def2-TZVPD, the Open Molecules 2025 dataset).

The LUMO energy is 0.8 eV. As for the HOMO energy: -8.9940 eV. As for the SMILES: C[C@@H](CCO)NCO. As for the molecular weight: 119.16 g/mol.

Geometry as ORCA input:
```
! wB97M-V def2-TZVPD RIJCOSX def2/J DEFGRID3
* xyz 0 1
C 0.10812 -1.75836 -1.14254
C 0.17434 -0.38324 -0.27565
C 0.01213 0.94142 -1.18995
C 0.23770 2.14169 -0.23000
O 0.71856 3.26333 -1.02443
N -0.98458 -0.24471 0.69948
C -0.57639 -0.83300 2.03838
O -0.51052 -2.25824 1.90461
H 1.11562 -1.79436 -1.63869
H -0.09538 -2.60451 -0.57208
H -0.58873 -1.70654 -2.09014
H 1.18165 -0.23519 0.16134
H -1.01675 1.08399 -1.51697
H 0.78687 0.91695 -1.93020
H -0.65803 2.49833 0.25202
H 0.85713 2.05150 0.68916
H 1.63939 3.19925 -1.25082
H -1.80890 -0.61787 0.32380
H -1.34568 -0.63979 2.81702
H 0.45300 -0.52231 2.54508
H 0.30044 -2.49834 1.43056
*
```

=====

Model two:
# C5H13NO2

2 unconnected molecules or ions with the total composition C5H13NO2 (ωB97M-V/def2-TZVPD, the Open Molecules 2025 dataset).

The LUMO energy is -0.1 eV. As for the HOMO energy: -8.6884 eV. As for the molecular weight: 119.16 g/mol.

Geometry as ORCA input:
```
! wB97M-V def2-TZVPD RIJCOSX def2/J DEFGRID3
* xyz 0 1
C -1.99518 0.66351 -0.96666
N -0.61509 0.69103 -1.49059
C 0.32052 -0.01927 -0.62651
C 0.70706 0.72463 0.56635
C 1.78256 0.49487 -0.86575
C 1.10150 0.05978 1.87077
O 0.18452 -1.34001 -0.57248
H -1.97168 1.15308 -0.02229
H -2.70997 1.16912 -1.59644
H -2.34841 -0.35821 -0.77336
H -0.63354 0.14593 -2.34024
H 0.32773 1.80404 0.56685
H 1.74307 0.40956 -2.00836
H 2.46648 -0.31748 -0.51453
H 2.30645 1.48209 -0.72433
H 0.26326 -0.59152 2.22778
H 1.96362 -0.57181 1.71038
H 1.31357 0.79863 2.66008
H -1.86147 -2.79114 1.24066
H -0.79436 -1.77622 0.44251
O -1.55063 -1.83061 1.21615
*
```

=====

Which structure loses on stability? model two does.